No. 1
C4H11BHgNO6S3 | the ωB97M-V functional and the def2-TZVPD basis

Cartesian coordinates (Å):
O -0.090 -2.937 -0.431
S 0.600 -2.342 0.676
O 1.099 -3.344 1.552
C -0.549 -1.407 1.680
C -1.367 -0.347 0.987
C -2.333 -0.886 -0.046
S -3.751 -1.673 0.734
N 1.903 -1.486 0.237
S 1.718 -0.312 -0.879
O 0.418 -0.211 -1.475
O 2.760 -0.500 -1.824
C 2.114 1.182 -0.007
B 1.367 2.437 -0.605
O 0.916 2.424 -1.944
O 1.190 3.554 0.115
H 0.072 -0.936 2.430
H -1.155 -2.127 2.209
H -1.948 0.139 1.762
H -0.762 0.422 0.546
H -2.699 -0.062 -0.643
H -1.871 -1.581 -0.738
H -4.623 -1.550 -0.265
H 3.177 1.368 -0.073
H 1.864 1.046 1.036
H -0.059 2.452 -1.895
H 0.724 3.365 0.951
Hg 1.286 3.314 -4.090

The calculation puts the frontier orbital gap at 2.12 eV. The total charge is +1. The HOMO energy is -12.0610 eV.

No. 2
C35H43BaN4O7S3Si | the ωB97M-V functional and the def2-TZVPD basis

Cartesian coordinates (Å):
Ba -0.701 -0.203 0.926
N -1.842 -2.446 -0.513
C -3.234 -2.003 -0.713
C -3.889 -1.640 0.639
O -4.881 -2.282 0.990
O -3.315 -0.693 1.277
H -1.329 -2.428 -1.388
H -1.832 -3.396 -0.162
H -3.849 -2.752 -1.217
H -3.207 -1.104 -1.336
N 2.080 -1.270 0.404
C 3.116 -0.373 0.929
C 2.558 0.918 1.569
O 3.251 1.936 1.489
O 1.435 0.810 2.167
H 2.437 -2.211 0.306
H 1.765 -0.956 -0.512
H 3.850 -0.075 0.177
H 3.658 -0.897 1.723
C -2.986 4.065 -0.223
C -1.504 4.431 -0.211
S -0.379 3.134 0.364
C 0.202 3.732 1.965
C -0.798 3.663 3.114
S -1.418 1.983 3.434
C -3.216 2.148 3.312
C -3.821 2.371 1.930
S -3.835 4.108 1.376
H -3.140 3.083 -0.671
H -3.518 4.785 -0.850
H -1.340 5.324 0.396
H -1.200 4.668 -1.233
H 0.556 4.759 1.846
H 1.070 3.100 2.165
H -1.659 4.301 2.921
H -0.308 4.016 4.023
H -3.571 2.902 4.019
H -3.572 1.177 3.664
H -4.856 2.029 1.952
H -3.316 1.761 1.185
O 2.010 -3.831 7.728
C 2.379 -2.624 7.063
N 3.273 -2.920 5.997
C 2.935 -3.129 4.687
O 3.785 -3.285 3.833
C 1.475 -3.138 4.349
C 0.601 -4.108 4.816
C -0.715 -4.086 4.380
C -1.109 -3.083 3.509
N -0.277 -2.138 3.079
C 0.991 -2.168 3.479
H 1.324 -3.624 8.372
H 2.883 -1.952 7.762
H 1.498 -2.122 6.660
H 4.262 -2.975 6.183
H 0.947 -4.867 5.506
H -1.425 -4.834 4.708
H -2.128 -3.013 3.142
H 1.626 -1.373 3.099
O -0.023 0.046 -1.434
Si 0.395 0.179 -2.954
C 2.204 0.667 -3.143
C 2.980 0.355 -4.262
C 4.309 0.749 -4.348
C 4.890 1.458 -3.304
C 4.139 1.775 -2.181
C 2.808 1.385 -2.107
C 0.135 -1.458 -3.876
C 1.056 -2.503 -3.746
C 0.810 -3.760 -4.282
C -0.374 -4.003 -4.965
C -1.303 -2.982 -5.110
C -1.046 -1.726 -4.572
C -0.670 1.473 -3.835
C -0.433 1.907 -5.140
C -1.242 2.860 -5.744
C -2.315 3.402 -5.047
C -2.570 2.985 -3.748
C -1.752 2.032 -3.153
H 2.545 -0.217 -5.077
H 4.896 0.493 -5.223
H 5.931 1.757 -3.362
H 4.584 2.312 -1.352
H 2.237 1.640 -1.220
H 1.987 -2.328 -3.215
H 1.543 -4.550 -4.164
H -0.571 -4.983 -5.381
H -2.230 -3.165 -5.641
H -1.785 -0.941 -4.695
H 0.406 1.500 -5.697
H -1.036 3.183 -6.757
H -2.949 4.145 -5.516
H -3.407 3.402 -3.200
H -1.946 1.706 -2.136

For the energy relative to the best compared isomer or geometry (same formula, charge and spin), the calculation gives 23.0 kJ/mol. The calculation puts the frontier orbital gap at 7.93 eV. The total charge is -1. The HOMO energy is -6.0091 eV.

No. 3
C9H11NO2 | the ωB97M-V functional and the def2-TZVPD basis

Cartesian coordinates (Å):
O 2.901 -1.914 -0.602
O 0.907 -2.741 -1.214
C 1.875 -1.802 -1.106
C 1.550 -0.440 -1.485
C -0.314 -0.271 0.270
C 0.306 1.668 -1.070
C 0.517 0.273 -0.816
C -1.265 0.456 0.882
C -0.497 2.489 -0.280
N -1.410 1.894 0.581
C 0.921 -3.741 -0.250
C -2.129 2.705 1.572
H 2.217 0.204 -2.077
H -0.180 -1.252 0.751
H 0.926 2.210 -1.760
H -1.626 0.040 1.758
H -0.441 3.509 -0.593
H 1.786 -4.370 -0.329
H 0.905 -3.337 0.799
H 0.034 -4.428 -0.452
H -1.415 3.171 2.178
H -2.746 3.355 0.977
H -2.822 2.322 2.267

For the energy relative to the best compared isomer or geometry (same formula, charge and spin), the calculation gives 344.4 kJ/mol. The calculation puts the frontier orbital gap at 7.62 eV. The total charge is 0. The HOMO energy is -6.9525 eV. Its structure (SMILES) is COC(=O)C=C1C=CN(C)C=C1.

No. 4
C20H21N3O2 | the ωB97M-V functional and the def2-TZVPD basis

Cartesian coordinates (Å):
C 3.551 5.347 -0.852
C 2.785 4.526 0.139
C 1.745 3.705 -0.272
C 1.024 2.960 0.653
C 1.346 3.025 2.004
C 2.387 3.837 2.415
C 3.098 4.584 1.493
H 3.907 5.218 1.824
H 2.641 3.891 3.463
H 0.777 2.451 2.719
N -0.033 2.135 0.231
C -0.208 0.810 0.569
C 0.565 -0.088 1.285
C 0.078 -1.373 1.414
C -1.136 -1.761 0.836
C -1.908 -0.867 0.113
C -1.434 0.430 -0.026
N -1.971 1.506 -0.684
C -1.134 2.486 -0.521
C -1.346 3.856 -1.048
H -0.870 3.972 -2.021
H -0.934 4.599 -0.367
H -2.412 4.018 -1.173
H -2.854 -1.155 -0.318
C -1.625 -3.156 1.074
O -2.027 -3.528 2.160
N -1.602 -3.978 -0.005
C -2.005 -5.364 0.151
H -3.022 -5.508 -0.232
C -1.031 -6.262 -0.599
H -0.020 -6.130 -0.185
O -1.008 -5.989 -1.991
C -1.394 -4.672 -2.318
H -0.921 -4.447 -3.278
C -0.964 -3.652 -1.266
H -1.252 -2.650 -1.589
H 0.130 -3.677 -1.160
H -2.485 -4.618 -2.448
H -1.314 -7.312 -0.492
H -2.003 -5.592 1.220
H 0.639 -2.103 1.978
H 1.508 0.201 1.725
H 1.500 3.631 -1.321
H 4.619 5.293 -0.651
H 3.251 6.393 -0.779
H 3.365 5.009 -1.868

For the energy relative to the best compared isomer or geometry (same formula, charge and spin), the calculation gives 123.5 kJ/mol. The calculation puts the frontier orbital gap at 9.13 eV. The total charge is 0. The HOMO energy is -8.5115 eV. Its structure (SMILES) is Cc1cccc(-n2c(C)nc3cc(C(=O)N4CCOCC4)ccc32)c1.

No. 5
C21H23FN4O2 | the ωB97M-V functional and the def2-TZVPD basis

Cartesian coordinates (Å):
F -2.816 -1.236 4.029
C -2.393 -1.859 2.904
C -3.214 -2.817 2.337
C -2.798 -3.457 1.184
C -1.573 -3.140 0.621
C -0.762 -2.187 1.210
C -1.160 -1.523 2.364
C -0.302 -0.450 2.975
C -0.244 0.736 2.082
N -0.031 1.955 2.488
O -0.030 2.714 1.354
C -0.245 1.877 0.331
N -0.393 0.651 0.729
C -0.268 2.394 -1.070
N 0.622 1.710 -1.984
C 0.246 0.331 -2.258
H 1.120 -0.185 -2.653
C -0.880 0.258 -3.308
H -1.807 0.667 -2.893
O -1.160 -1.084 -3.652
C -0.307 -1.474 -4.716
H -0.915 -2.048 -5.421
C 0.272 -0.194 -5.347
H 1.343 -0.127 -5.163
H 0.108 -0.167 -6.422
C -0.473 0.930 -4.622
H -1.362 1.222 -5.181
H 0.144 1.807 -4.441
H 0.489 -2.128 -4.336
H -0.075 -0.201 -1.356
C 2.032 1.896 -1.667
C 2.479 1.234 -0.386
N 2.542 -0.092 -0.398
C 2.866 -0.723 0.715
C 3.153 -0.075 1.906
C 3.110 1.310 1.920
C 2.774 1.978 0.755
H 2.728 3.057 0.732
H 3.327 1.861 2.823
H 3.412 -0.634 2.792
H 2.898 -1.803 0.642
H 2.605 1.481 -2.500
H 2.222 2.972 -1.615
H -0.007 3.456 -1.041
H -1.287 2.296 -1.456
H -0.680 -0.137 3.949
H 0.719 -0.823 3.104
H 0.189 -1.934 0.766
H -1.250 -3.632 -0.283
H -3.432 -4.200 0.725
H -4.162 -3.042 2.800

For the energy relative to the best compared isomer or geometry (same formula, charge and spin), the calculation gives 223.0 kJ/mol. The calculation puts the frontier orbital gap at 9.35 eV. The total charge is 0. The HOMO energy is -8.6445 eV. Its structure (SMILES) is Fc1ccccc1Cc1noc(CN(Cc2ccccn2)C[C@H]2CCCO2)n1.

No. 6
C19H36NO7S2 | the ωB97M-V functional and the def2-TZVPD basis

Cartesian coordinates (Å):
C 5.434 0.098 1.423
C 6.096 0.445 0.011
C 5.539 -0.627 -1.006
C 5.574 1.918 -0.332
C 6.114 2.420 -1.725
C 7.482 3.196 -1.411
C 5.187 3.504 -2.420
O 4.160 2.946 -3.262
S 2.827 2.470 -2.420
O 3.018 1.033 -2.142
O 2.597 3.246 -1.197
N 1.552 2.730 -3.462
S 0.305 1.655 -3.194
O 0.551 0.371 -3.857
O -0.916 2.321 -3.689
C -0.004 1.299 -1.436
C 0.413 0.000 -0.896
C 0.188 -0.424 0.475
C -0.517 0.504 1.382
C -0.914 1.809 0.865
C -0.682 2.232 -0.526
H 4.396 0.540 1.459
H 5.393 -1.005 1.600
H 6.016 0.651 2.218
H 7.218 0.479 0.063
H 5.531 -0.287 -2.073
H 6.249 -1.510 -0.968
H 4.517 -0.995 -0.723
H 4.462 1.874 -0.247
H 5.947 2.636 0.459
H 6.392 1.598 -2.431
H 8.146 2.530 -0.801
H 7.969 3.610 -2.329
H 7.194 4.049 -0.727
H 5.874 4.074 -3.116
H 4.813 4.274 -1.690
H 0.916 -0.720 -1.585
H 0.525 -1.433 0.819
H -0.727 0.182 2.430
H -1.452 2.492 1.559
H -1.021 3.224 -0.892
C -4.845 1.299 2.173
C -4.336 0.011 1.544
C -5.364 -1.104 1.660
O -3.127 -0.386 2.188
H -5.045 1.158 3.240
H -4.093 2.087 2.091
H -5.763 1.640 1.688
H -4.100 0.184 0.492
H -5.582 -1.327 2.710
H -4.981 -2.025 1.215
H -6.296 -0.836 1.160
H -3.323 -0.542 3.120
C -6.512 -5.088 -0.110
C -6.899 -4.484 1.231
C -7.457 -5.538 2.174
O -7.875 -3.463 1.027
H -7.383 -5.529 -0.604
H -6.123 -4.318 -0.779
H -5.751 -5.863 0.011
H -6.026 -4.010 1.685
H -8.361 -5.994 1.757
H -7.741 -5.087 3.128
H -6.725 -6.326 2.364
H -8.651 -3.872 0.626

The calculation puts the frontier orbital gap at 7.40 eV. The total charge is -1. The HOMO energy is -5.2873 eV.

No. 7
C39H40BaCl3F3N6OS | the ωB97M-V functional and the def2-TZVPD basis

Cartesian coordinates (Å):
Ba 0.614 -1.174 -1.087
N 5.030 -0.389 0.240
C 4.631 -1.716 0.415
C 5.636 -2.691 0.437
C 5.271 -4.013 0.570
C 3.925 -4.342 0.668
C 3.012 -3.309 0.644
N 3.347 -2.005 0.533
C 4.315 0.798 0.052
C 4.994 1.979 0.385
C 4.382 3.190 0.166
C 3.103 3.211 -0.375
C 2.519 2.001 -0.682
N 3.098 0.798 -0.492
H 6.009 -0.247 0.395
H 6.677 -2.405 0.331
H 6.031 -4.785 0.573
H 3.585 -5.368 0.736
H 1.944 -3.522 0.712
H 5.990 1.928 0.813
H 4.893 4.111 0.420
H 2.575 4.139 -0.551
H 1.520 1.975 -1.098
C 3.742 -4.785 -3.360
C 2.421 -5.172 -2.735
C 1.895 -6.450 -2.898
C 0.654 -6.763 -2.334
C 0.056 -8.136 -2.540
C -0.035 -5.828 -1.570
C 0.493 -4.537 -1.302
C 1.714 -4.247 -1.981
N -0.015 -3.586 -0.453
C -1.083 -3.920 0.501
C -2.469 -4.004 -0.164
C -1.128 -2.764 1.511
C -0.799 -5.204 1.314
H 4.245 -5.655 -3.787
H 4.410 -4.335 -2.619
H 3.603 -4.056 -4.163
H 2.438 -7.193 -3.478
H 0.627 -8.713 -3.271
H -0.975 -8.064 -2.894
H 0.040 -8.701 -1.604
H -0.999 -6.113 -1.171
H 2.170 -3.270 -1.846
H -2.802 -3.011 -0.479
H -3.216 -4.414 0.529
H -2.447 -4.632 -1.056
H -1.421 -1.823 1.027
H -0.150 -2.638 1.994
H -1.878 -2.972 2.276
H -1.205 -6.107 0.857
H -1.243 -5.122 2.312
H 0.280 -5.346 1.432
F -1.873 0.540 -3.174
C -1.816 -0.527 -2.248
F -2.471 -1.546 -2.920
F -2.795 -0.135 -1.303
Cl -1.626 5.759 6.443
C -2.051 5.442 4.789
C -3.383 5.443 4.408
C -3.700 5.180 3.084
C -2.718 4.924 2.130
C -3.135 4.591 0.711
C -3.452 3.113 0.534
N -2.308 2.262 0.813
C -1.982 1.671 2.018
C -0.846 0.962 1.784
N -0.469 1.108 0.454
C -1.374 1.895 -0.085
O -4.336 5.241 0.353
C -4.213 6.650 0.130
C -3.240 6.971 -0.960
C -2.039 7.584 -0.783
Cl -1.400 8.199 0.688
S -1.147 7.736 -2.234
C -2.384 6.955 -3.123
C -3.431 6.609 -2.333
C -1.394 4.935 2.555
Cl -0.092 4.605 1.444
C -1.049 5.189 3.873
H -4.156 5.649 5.137
H -4.737 5.184 2.765
H -2.329 4.862 0.028
H -3.784 2.942 -0.488
H -4.266 2.839 1.202
H -2.583 1.805 2.905
H -0.281 0.354 2.474
H -1.424 2.186 -1.127
H -3.932 7.165 1.050
H -5.213 6.969 -0.148
H -2.268 6.800 -4.188
H -4.320 6.101 -2.694
H -0.010 5.186 4.178

For the energy relative to the best compared isomer or geometry (same formula, charge and spin), the calculation gives 13.6 kJ/mol. The calculation puts the frontier orbital gap at 6.32 eV. The total charge is 0. The HOMO energy is -6.2182 eV.

No. 8
C5H13NOSi | the ωB97M-V functional and the def2-TZVPD basis

Cartesian coordinates (Å):
C -1.095 -1.730 0.102
C -0.469 0.980 -1.112
C 0.296 1.648 1.235
C -0.360 -0.673 0.780
C 0.141 0.561 0.228
N -3.870 0.438 -0.954
O -3.714 -0.582 -0.360
Si 1.714 -0.435 -0.226
H -0.732 -2.575 0.647
H -2.146 -1.389 0.333
H -0.819 -1.818 -0.903
H -0.673 0.069 -1.773
H 0.267 1.592 -1.627
H -1.390 1.532 -0.995
H -0.613 1.725 1.726
H 0.979 1.474 2.067
H 0.480 2.632 0.791
H -0.399 -0.676 1.902
H 2.661 0.449 -1.084
H 1.457 -1.735 -0.841
H 2.492 -0.637 0.988

For the energy relative to the best compared isomer or geometry (same formula, charge and spin), the calculation gives 690.9 kJ/mol. The calculation puts the frontier orbital gap (alpha / beta) at 8.43 / 6.23 eV. The total charge is 0. The HOMO energy (alpha / beta) is -9.2772 / -6.5691 eV.

No. 9
C2H6HgO3 | the ωB97M-V functional and the def2-TZVPD basis

Cartesian coordinates (Å):
C 1.296 0.948 -1.117
O -0.081 0.568 -0.961
C -0.392 -0.537 -0.299
O -1.578 -0.740 -0.052
Hg -2.461 0.973 -1.255
H 1.461 1.138 -2.181
H 1.458 1.858 -0.532
H 1.953 0.144 -0.764
H 0.406 -1.290 -0.203
O -0.374 -1.276 2.448
H -0.371 -0.378 2.793
H -1.317 -1.409 2.124

The calculation puts the frontier orbital gap (alpha / beta) at 10.08 / 7.58 eV. The total charge is +1. Its spin multiplicity is 2. The HOMO energy (alpha / beta) is -14.1668 / -15.0066 eV.